{"formula": "C5H5ClFN", "method": "ωB97M-V/def2-TZVPD", "energy_ha": -808.153781, "total_charge": 0, "homo_lumo_gap_ev": [7.90, 7.90], "homo_ev": [-8.62, -8.62], "largest_force_ev_per_a": 4.34, "elements": ["Cl", "F", "N", "C", "C", "C", "C", "C", "H", "H", "H", "H", "H"], "xyz": [[2.1815, 1.4511, 0.1043], [2.6732, -1.6931, -0.5506], [-1.6124, 1.2873, -0.2407], [0.6688, 0.7489, -0.0728], [0.6345, -0.6004, 0.0558], [-0.4283, 1.5871, 0.0382], [-0.6602, -1.3386, 0.0715], [1.7896, -1.4150, 0.3520], [-0.8781, -1.8547, -0.9509], [-2.3557, 2.0865, -0.0867], [-0.5822, -2.1497, 0.7204], [-1.4492, -0.7133, 0.3226], [0.0187, 2.6040, 0.2369]], "lowdin_charge": [0.768, 0.079, 0.091, -0.695, -0.334, -0.322, -0.044, 0.010, 0.141, 0.118, 0.053, 0.029, 0.107]}

---

{"formula": "C12H26FNO2S", "method": "ωB97M-V/def2-TZVPD", "energy_ha": -1176.118203, "total_charge": 0, "homo_lumo_gap_ev": 11.10, "homo_ev": -10.35, "largest_force_ev_per_a": 0.64, "elements": ["S", "F", "O", "O", "N", "C", "C", "C", "C", "C", "C", "C", "C", "C", "C", "C", "C", "H", "H", "H", "H", "H", "H", "H", "H", "H", "H", "H", "H", "H", "H", "H", "H", "H", "H", "H", "H", "H", "H", "H", "H", "H", "H"], "xyz": [[-2.6597, -1.3288, 2.3371], [-1.5189, -2.4236, 2.4702], [-2.5882, -0.5806, 3.5390], [-3.8123, -2.0606, 1.9538], [-2.1385, -0.4333, 1.0864], [-2.9522, 0.2801, -1.7977], [3.3726, -0.6115, -0.6060], [3.9012, -1.4572, 0.5577], [-1.1480, 0.6035, 1.5009], [1.7172, 1.8799, 0.8920], [0.3319, 2.5292, 0.8675], [-2.4019, -2.1085, -2.3449], [3.6305, 0.9038, -0.4590], [-0.7742, 1.5764, 0.3957], [-1.7926, -1.2496, -0.1076], [-2.8082, -1.1324, -1.2444], [2.3500, 1.7474, -0.4915], [4.1471, 1.0794, 0.4885], [-3.6446, 0.2849, -2.6397], [4.1057, -2.4825, 0.2504], [-2.4771, -3.1471, -2.0212], [-1.3642, -1.9282, -2.6432], [-1.6606, 2.1421, 0.1081], [3.1790, -1.4988, 1.3755], [4.8208, -1.0328, 0.9627], [-0.7843, -0.9886, -0.4307], [-3.3383, 0.9641, -1.0422], [-1.9923, 0.6671, -2.1470], [4.3002, 1.2372, -1.2528], [-0.2579, 0.1198, 1.9160], [-1.6074, 1.1716, 2.3056], [2.2969, -0.7838, -0.7084], [-3.0136, -1.9711, -3.2362], [0.3680, 3.3757, 0.1770], [-1.7647, -2.3030, 0.1757], [1.6446, 1.2733, -1.1807], [1.6735, 0.8905, 1.3594], [2.5591, 2.7434, -0.8900], [0.0774, 2.9229, 1.8546], [2.3901, 2.4766, 1.5133], [-0.4154, 1.0564, -0.4926], [-3.7692, -1.4316, -0.8166], [3.8181, -0.9719, -1.5347]], "lowdin_charge": [0.601, -0.158, -0.235, -0.230, -0.199, -0.073, -0.254, -0.112, -0.186, -0.211, -0.193, -0.072, -0.210, -0.192, -0.179, -0.409, -0.220, 0.102, 0.079, 0.066, 0.081, 0.083, 0.114, 0.066, 0.068, 0.123, 0.072, 0.077, 0.104, 0.122, 0.118, 0.090, 0.078, 0.114, 0.113, 0.100, 0.103, 0.112, 0.113, 0.116, 0.084, 0.135, 0.099]}

---

{"formula": "C4H5NO2", "method": "ωB97M-V/def2-TZVPD", "energy_ha": -360.539237, "total_charge": 0, "homo_lumo_gap_ev": 11.08, "homo_ev": -10.06, "largest_force_ev_per_a": 0.57, "elements": ["O", "O", "N", "C", "C", "C", "C", "H", "H", "H", "H", "H"], "xyz": [[0.9637, -1.5484, 0.1357], [-0.4486, -0.8420, -1.1498], [-0.3761, 0.0393, 1.0409], [-0.7780, 1.2191, 0.2749], [0.6143, 0.7261, 0.1899], [-0.4160, -1.2046, 0.2390], [0.8781, -0.4419, -0.7815], [-1.4537, 1.0928, -0.5645], [-1.1177, -1.9594, 0.5894], [1.4439, 1.2389, 0.6653], [1.6471, -0.4000, -1.5521], [-0.9567, 2.0801, 0.9129]], "lowdin_charge": [0.030, 0.007, 0.036, -0.072, -0.162, -0.301, -0.237, 0.117, 0.168, 0.140, 0.164, 0.110]}

---

{"formula": "C32H88N8O8", "method": "ωB97M-V/def2-TZVPD", "energy_ha": -2311.625533, "total_charge": 0, "homo_lumo_gap_ev": 9.41, "homo_ev": -9.12, "largest_force_ev_per_a": 3.64, "elements": ["O", "O", "O", "O", "O", "O", "O", "O", "N", "N", "N", "N", "N", "N", "N", "N", "C", "C", "C", "C", "C", "C", "C", "C", "C", "C", "C", "C", "C", "C", "C", "C", "C", "C", "C", "C", "C", "C", "C", "C", "C", "C", "C", "C", "C", "C", "C", "C", "H", "H", "H", "H", "H", "H", "H", "H", "H", "H", "H", "H", "H", "H", "H", "H", "H", "H", "H", "H", "H", "H", "H", "H", "H", "H", "H", "H", "H", "H", "H", "H", "H", "H", "H", "H", "H", "H", "H", "H", "H", "H", "H", "H", "H", "H", "H", "H", "H", "H", "H", "H", "H", "H", "H", "H", "H", "H", "H", "H", "H", "H", "H", "H", "H", "H", "H", "H", "H", "H", "H", "H", "H", "H", "H", "H", "H", "H", "H", "H", "H", "H", "H", "H", "H", "H", "H", "H"], "xyz": [[2.3144, -17.3693, -15.7496], [2.1086, -12.6964, -14.4002], [3.7890, -16.1290, -12.0589], [-0.1896, -21.3762, -17.9843], [9.1075, -14.4596, -17.5738], [0.0070, -17.1692, -20.2332], [3.7908, -21.5869, -19.4498], [0.5871, -12.5879, -21.5298], [4.1469, -13.2518, -12.4027], [4.0369, -16.2176, -17.7041], [-2.4166, -22.7037, -19.2431], [5.3477, -22.0115, -17.3943], [2.8498, -14.1981, -22.7926], [10.7961, -11.9802, -15.5293], [-2.7221, -16.6655, -19.7109], [1.2420, -9.0019, -14.0224], [1.4491, -17.6197, -14.6918], [12.0761, -13.2324, -17.1459], [3.6750, -16.9839, -15.4081], [2.1430, -14.3143, -21.4940], [1.2670, -17.7618, -20.1294], [-0.0773, -11.4007, -21.0246], [3.9869, -17.3853, -11.2975], [-1.7736, -21.4939, -19.6096], [-2.1759, -15.0018, -18.1236], [-1.6128, -15.7466, -19.3336], [-1.2617, -20.6607, -18.4772], [2.1409, -11.3627, -13.9788], [5.0248, -15.4898, -12.3143], [0.2360, -21.0848, -16.6874], [1.1243, -10.3254, -14.6297], [-0.3234, -16.4543, -19.0531], [10.6470, -12.8887, -16.6860], [3.6779, -20.5645, -18.4133], [5.0879, -20.6308, -17.7482], [7.8311, -13.9472, -17.9164], [-2.6795, -20.7492, -20.4331], [2.6934, -21.7501, -20.3639], [4.9751, -14.2002, -13.0601], [6.4306, -13.6186, -13.2052], [3.3584, -14.8337, -20.6429], [1.7858, -12.9451, -20.9182], [5.9613, -16.7672, -16.3665], [6.2560, -20.0861, -18.5509], [1.4934, -10.2260, -16.1380], [0.7329, -13.3428, -14.4358], [4.5190, -17.1140, -16.6540], [9.7731, -14.1365, -16.3880], [4.9706, -22.4056, -18.2444], [1.4303, -9.1027, -13.0352], [0.7088, -10.6604, -20.8756], [2.4602, -13.4959, -23.4052], [-0.2916, -11.4523, -19.9572], [6.4262, -16.8103, -17.3515], [0.0664, -10.5865, -14.5995], [-1.0492, -21.8221, -20.3551], [1.7355, -18.4174, -14.0064], [-1.6011, -14.7264, -17.2393], [0.2718, -13.3327, -13.4482], [-3.5078, -16.1617, -20.0969], [10.3072, -15.0147, -16.0250], [2.9335, -14.9617, -19.6473], [-3.0358, -15.4957, -17.6712], [1.7300, -21.8779, -19.8705], [3.6543, -17.3127, -10.2620], [5.0235, -17.7051, -11.1916], [1.6169, -12.8994, -19.8424], [2.9731, -21.0105, -17.7115], [7.3542, -14.5317, -18.7031], [-0.9196, -11.0891, -21.6423], [0.4889, -17.9467, -15.0906], [-2.9041, -21.3242, -21.3313], [3.1379, -10.9245, -14.0255], [11.9446, -13.8906, -18.0048], [1.4750, -18.4238, -20.9699], [1.2906, -16.6664, -14.1875], [2.5993, -20.8558, -20.9800], [5.4803, -15.2494, -11.3537], [0.8145, -9.5529, -16.6616], [7.0782, -14.0610, -17.1365], [7.8322, -12.9108, -18.2541], [7.1983, -20.6254, -18.4538], [6.4589, -12.5289, -13.2098], [4.9695, -20.0513, -16.8326], [3.9651, -17.7296, -14.6679], [2.5397, -9.9964, -16.3395], [-1.9662, -20.5456, -17.6534], [3.6225, -15.8595, -20.9000], [12.7115, -12.4247, -17.5092], [0.8633, -20.1934, -16.6870], [3.3518, -19.5816, -18.7534], [-1.5040, -14.9781, -20.0988], [1.2340, -14.9110, -21.5695], [7.0387, -14.0057, -12.3876], [0.3985, -15.6886, -18.7690], [-2.3822, -13.9623, -18.3783], [5.6199, -16.3120, -12.7118], [-2.2374, -19.8588, -20.8802], [6.0831, -15.7950, -15.8889], [10.2256, -12.2870, -17.4913], [0.2849, -8.6796, -14.0063], [1.8453, -11.4713, -12.9353], [-2.2144, -23.3362, -20.0040], [4.1803, -14.1196, -20.5920], [9.0708, -13.9130, -15.5850], [6.1757, -20.1883, -19.6331], [-3.5711, -20.4981, -19.8586], [0.1180, -12.9360, -15.2385], [4.5308, -14.2410, -14.0546], [6.4628, -17.5527, -15.8012], [3.7661, -13.9036, -22.4864], [6.7385, -13.9548, -14.1953], [1.4730, -18.3289, -19.2217], [11.2319, -11.1078, -15.7923], [2.0715, -17.0378, -20.2586], [3.0363, -16.3409, -17.6446], [6.4165, -19.0303, -18.3327], [12.5382, -13.7940, -16.3340], [1.3292, -11.1747, -16.6491], [-1.9152, -23.0586, -18.4414], [-0.3969, -16.9883, -18.1057], [-0.9918, -19.6695, -18.8417], [3.3957, -13.8223, -12.0417], [2.4368, -12.0830, -21.0634], [3.7128, -12.7279, -13.1492], [3.4589, -18.1603, -11.8531], [-0.6235, -20.8884, -16.0464], [-2.2725, -16.9897, -20.5552], [4.2164, -15.2485, -17.4833], [3.6744, -16.0239, -14.8919], [9.8009, -11.8078, -15.5253], [4.6939, -22.3215, -16.6896], [2.8039, -22.7142, -20.8603], [4.3964, -18.1305, -17.0279], [0.9012, -14.4111, -14.5720], [0.7585, -21.9685, -16.3211]], "lowdin_charge": [-0.212, -0.231, -0.205, -0.202, -0.186, -0.162, -0.235, -0.210, 0.057, 0.068, 0.056, 0.040, 0.028, 0.025, 0.047, 0.030, -0.125, -0.070, -0.157, -0.359, -0.112, -0.074, -0.057, -0.527, -0.074, -0.423, -0.194, -0.227, -0.238, -0.103, -0.413, -0.209, -0.430, -0.135, -0.433, -0.103, -0.096, -0.071, -0.456, -0.026, -0.085, -0.244, -0.050, -0.047, -0.069, -0.004, -0.430, -0.178, 0.056, 0.064, 0.074, 0.066, 0.071, 0.073, 0.121, 0.138, 0.085, 0.057, 0.090, 0.072, 0.130, 0.035, 0.077, 0.065, 0.083, 0.080, 0.114, 0.107, 0.085, 0.092, 0.081, 0.086, 0.133, 0.073, 0.091, 0.075, 0.080, 0.129, 0.070, 0.060, 0.082, 0.077, 0.075, 0.113, 0.124, 0.079, 0.136, 0.073, 0.072, 0.073, 0.109, 0.132, 0.134, 0.075, 0.121, 0.068, 0.122, 0.080, 0.064, 0.126, 0.069, 0.115, 0.082, 0.085, 0.107, 0.077, 0.096, 0.077, 0.114, 0.087, 0.047, 0.045, 0.077, 0.067, 0.055, 0.051, 0.057, 0.078, 0.057, 0.073, 0.128, 0.122, 0.072, 0.125, 0.025, 0.074, 0.086, 0.054, 0.075, 0.110, 0.054, 0.068, 0.090, 0.105, 0.063, 0.094]}